[1]
This record from the OMol25 dataset describes a molecular structure, C3H8FNNaO8P2S at a distorted geometry. The level of theory is ωB97M-V/def2-TZVPD.

```
25
Properties=species:S:1:pos:R:3
S -3.92 0.38 -0.46
P 0.11 0.48 0.17
P 2.41 1.99 0.87
Na -4.86 0.41 -3.11
F 0.33 -2.90 0.74
O -4.97 0.94 0.35
O 0.14 -0.77 -0.89
O 3.61 2.70 -0.06
O -3.64 1.22 -1.67
O 2.48 -3.00 0.46
O 0.18 0.10 1.58
O -1.39 1.19 -0.08
O 1.18 1.60 -0.31
N 3.18 0.56 1.48
C 1.44 -1.40 -0.97
C -2.34 0.28 0.48
C 1.48 -2.52 0.13
H 3.07 0.62 2.49
H -2.59 0.53 1.54
H 1.58 -1.84 -1.99
H -4.35 -0.85 -0.91
H 2.25 -0.65 -0.84
H -1.98 -0.78 0.47
H 2.70 -0.31 1.23
H 3.90 2.03 -0.71
```

Computed properties:
Charge   +1
Maximum force   3.66 eV/Å
Energy   -57653.562 eV
LUMO energy   -4.8 eV
Gap between HOMO and LUMO   6.90 eV
Highest occupied orbital energy   -11.713 eV



[2]
This record from the OMol25 dataset describes a molecular structure, C3H8GaO3 at a distorted geometry. The level of theory is ωB97M-V/def2-TZVPD.

```
15
Properties=species:S:1:pos:R:3
Ga -1.05 -2.66 -0.08
O -2.61 -1.99 0.40
O 0.22 -1.73 -0.89
O 0.91 0.73 0.25
C 0.99 1.50 1.43
C -0.52 0.40 -0.21
C -0.10 -0.48 -1.51
H 1.16 -1.52 -0.46
H 0.81 -0.14 -2.03
H -0.89 -0.41 -2.26
H 0.48 2.47 1.30
H -1.05 1.30 -0.55
H -0.91 -0.12 0.69
H 0.53 0.97 2.28
H 2.05 1.67 1.64
```

Computed properties:
ΔE to the lowest compared entry with this formula, charge and spin   1.286 eV
Charge   +2
Maximum force   5.43 eV/Å
Energy   -61732.807 eV
LUMO energy (alpha / beta)   -11.2 / -14.0 eV
Multiplicity   2
Gap between HOMO and LUMO (alpha / beta)   8.49 / 4.46 eV
Highest occupied orbital energy (alpha / beta)   -19.649 / -18.461 eV



[3]
This record from the OMol25 dataset describes a molecular structure, C3H8I2NO at a distorted geometry. The level of theory is ωB97M-V/def2-TZVPD.

```
15
Properties=species:S:1:pos:R:3
I -1.84 -2.19 0.00
I -3.26 1.25 -0.06
O -0.96 -0.06 -2.13
N 0.97 -0.47 -0.78
C -0.58 0.38 -0.93
C -0.76 0.28 1.51
C -1.50 -0.10 0.21
H 1.18 -0.81 0.24
H -1.55 -0.85 -2.13
H 1.10 -1.46 -1.23
H -0.80 1.33 1.79
H -1.26 -0.15 2.31
H -0.14 1.41 -0.97
H 1.65 0.05 -1.26
H 0.36 -0.03 1.54
```

Computed properties:
ΔE to the lowest compared entry with this formula, charge and spin   1.039 eV
Charge   +1
Maximum force   4.81 eV/Å
Energy   -22971.387 eV
LUMO energy   -4.2 eV
Gap between HOMO and LUMO   9.23 eV
Highest occupied orbital energy   -13.470 eV



[4]
This record from the OMol25 dataset describes a molecular structure, C3H8IN2 at a distorted geometry. The level of theory is ωB97M-V/def2-TZVPD.

```
14
Properties=species:S:1:pos:R:3
I -2.27 0.55 -0.06
N -0.87 2.82 -0.06
N 0.83 -2.33 0.30
C 0.04 -1.29 -0.25
C -0.70 -0.44 0.71
C 1.56 -1.25 -0.32
H -0.28 -1.47 -1.25
H 0.74 -3.22 -0.04
H -0.06 3.19 -0.58
H -0.40 -0.72 1.81
H 2.12 -1.40 -1.26
H -0.91 3.12 0.98
H 1.98 -0.68 0.38
H -1.78 3.12 -0.37
```

Computed properties:
ΔE to the lowest compared entry with this formula, charge and spin   4.200 eV
Charge   +1
Maximum force   3.93 eV/Å
Energy   -14310.239 eV
LUMO energy (alpha / beta)   -6.4 / -6.4 eV
Gap between HOMO and LUMO (alpha / beta)   6.91 / 6.90 eV
Highest occupied orbital energy (alpha / beta)   -13.339 / -13.338 eV